Record 1
ORCA calculation (ωB97M-V with the def2-TZVPD basis set) on a molecular structure, C36H14F15GeN6PbS3Te.

Element x y z (Å)
1 Pb 1.824 -0.120 1.834
2 S 2.008 -1.206 4.614
3 C 2.086 0.217 5.425
4 C 2.235 0.069 6.831
5 N 2.241 -0.043 7.984
6 C 1.984 1.526 4.858
7 S 1.264 2.060 3.402
8 C 2.554 2.599 5.621
9 N 3.032 3.485 6.210
10 N 4.922 6.023 0.838
11 C 4.207 4.935 1.206
12 N 3.968 4.785 2.505
13 N 3.760 4.123 0.218
14 C 3.118 3.033 0.361
15 N 2.487 2.011 0.316
16 H 5.107 6.790 1.460
17 H 4.999 6.240 -0.158
18 H 4.262 5.415 3.253
19 H 3.427 3.951 2.810
20 F -2.870 -4.864 -0.420
21 C -2.093 -4.136 -1.268
22 C -1.307 -3.055 -0.829
23 C -0.403 -2.572 -1.787
24 F 0.522 -1.640 -1.428
25 C -0.454 -2.943 -3.146
26 F 0.392 -2.396 -4.060
27 C -1.423 -3.825 -3.570
28 F -1.585 -4.018 -4.902
29 C -2.218 -4.454 -2.623
30 F -3.238 -5.226 -3.034
31 Ge -1.494 -2.392 1.034
32 S -0.859 -0.264 1.420
33 C -0.535 -3.616 2.244
34 C -0.692 -3.595 3.619
35 F -1.370 -2.610 4.271
36 C -0.122 -4.557 4.487
37 F -0.390 -4.499 5.823
38 C 0.738 -5.523 3.965
39 F 1.290 -6.443 4.803
40 C 0.943 -5.574 2.606
41 F 1.786 -6.475 2.043
42 C 0.288 -4.659 1.786
43 F 0.665 -4.653 0.470
44 C -3.462 -2.314 1.376
45 C -4.298 -1.485 0.627
46 F -3.781 -0.579 -0.231
47 C -5.675 -1.470 0.754
48 F -6.417 -0.620 -0.018
49 C -6.299 -2.372 1.611
50 F -7.642 -2.626 1.551
51 C -5.538 -3.108 2.495
52 F -6.135 -3.755 3.500
53 C -4.158 -3.134 2.289
54 F -3.465 -4.035 3.034
55 Te 0.995 1.391 -1.994
56 C -0.048 1.124 -3.799
57 C -1.425 1.432 -3.866
58 C -2.168 1.086 -4.995
59 C -1.548 0.448 -6.063
60 C -0.198 0.140 -6.040
61 C 0.552 0.525 -4.914
62 C 1.445 3.374 -2.354
63 C 2.563 3.607 -3.182
64 C 2.965 4.910 -3.493
65 C 2.260 5.988 -2.953
66 C 1.163 5.797 -2.113
67 C 0.788 4.488 -1.799
68 H -1.942 1.931 -3.054
69 H -3.241 1.237 -4.976
70 H -2.173 0.232 -6.910
71 H 0.303 -0.298 -6.874
72 H 1.610 0.372 -4.828
73 H 3.067 2.738 -3.583
74 H 3.760 5.073 -4.222
75 H 2.670 7.009 -3.113
76 H 0.548 6.653 -1.732
77 H -0.125 4.336 -1.220

Calculated values
Charge   -1
Orbital gap   0.2225 hartree
HOMO level   -4.31 eV
Total energy   -6939.158058 Eh

=====

Record 2
ORCA calculation (ωB97M-V with the def2-TZVPD basis set) on a molecular structure, C36H23CaCl7N2O6PS.

Element x y z (Å)
1 Ca -0.245 0.116 -0.384
2 Cl -3.589 2.378 5.937
3 C -3.105 2.032 4.314
4 C -1.964 1.278 4.059
5 Cl -1.025 0.673 5.377
6 C -1.583 1.008 2.756
7 Cl -0.178 0.029 2.447
8 C -2.303 1.468 1.621
9 O -1.949 1.218 0.428
10 C -3.467 2.227 1.929
11 Cl -4.383 2.805 0.589
12 C -3.852 2.500 3.230
13 Cl -5.275 3.433 3.527
14 Cl 2.486 0.892 -1.610
15 C 3.182 2.287 -0.816
16 C 4.552 2.438 -0.917
17 C 5.159 3.526 -0.312
18 C 4.368 4.435 0.376
19 C 3.000 4.253 0.460
20 Cl 2.093 5.443 1.343
21 C 2.318 3.159 -0.125
22 S 0.617 2.917 0.006
23 H 5.130 1.702 -1.462
24 H 6.230 3.667 -0.377
25 H 4.807 5.299 0.857
26 C 0.259 2.207 -3.919
27 C -0.572 0.980 -3.805
28 N -0.745 0.266 -2.710
29 C -1.598 -0.764 -3.034
30 C -1.929 -0.677 -4.360
31 N -1.269 0.437 -4.821
32 C -2.706 -1.483 -5.331
33 O -3.275 -2.570 -4.882
34 O -2.736 -1.133 -6.497
35 C -2.033 -1.773 -2.001
36 O -2.746 -2.721 -2.405
37 O -1.622 -1.588 -0.836
38 H 0.237 2.746 -2.971
39 H -0.108 2.851 -4.718
40 H 1.298 1.947 -4.126
41 H -1.336 0.753 -5.776
42 H -3.075 -2.696 -3.872
43 O 1.232 -1.800 -0.123
44 P 2.378 -2.516 -0.754
45 C 2.309 -4.282 -0.390
46 C 1.645 -4.675 0.769
47 C 1.587 -6.018 1.109
48 C 2.186 -6.968 0.293
49 C 2.838 -6.580 -0.869
50 C 2.895 -5.238 -1.214
51 C 3.976 -1.951 -0.140
52 C 3.994 -0.896 0.768
53 C 5.201 -0.432 1.269
54 C 6.390 -1.021 0.865
55 C 6.376 -2.083 -0.031
56 C 5.171 -2.551 -0.530
57 C 2.341 -2.390 -2.551
58 C 1.178 -2.872 -3.157
59 C 1.011 -2.757 -4.527
60 C 1.999 -2.152 -5.295
61 C 3.153 -1.669 -4.695
62 C 3.327 -1.787 -3.323
63 H 1.157 -3.927 1.382
64 H 1.062 -6.324 2.004
65 H 2.133 -8.017 0.557
66 H 3.288 -7.323 -1.515
67 H 3.376 -4.937 -2.138
68 H 3.062 -0.434 1.068
69 H 5.209 0.400 1.961
70 H 7.333 -0.653 1.251
71 H 7.304 -2.547 -0.340
72 H 5.163 -3.386 -1.221
73 H 0.399 -3.325 -2.553
74 H 0.106 -3.128 -4.990
75 H 1.863 -2.055 -6.365
76 H 3.918 -1.189 -5.294
77 H 4.216 -1.383 -2.853

Calculated values
Charge   -1
Orbital gap   0.2477 hartree
Energy above the lowest of the compared OMol25 structures with the same formula, charge and spin   16.7 kcal/mol
HOMO level   -4.79 eV
Total energy   -6585.559344 Eh